C17H42O7P2 as an isolated structure in a non-equilibrium geometry, computed with ωB97M-V/def2-TZVPD.

Structure (XYZ):
```
68
C17H42O7P2 (ωB97M-V/def2-TZVPD)
C 0.91 -3.90 2.47
O 1.04 -3.23 1.21
C -0.13 -3.28 0.45
O -0.31 -2.00 -0.16
P -1.26 -1.05 0.67
O -1.36 -1.37 2.08
O -2.63 -1.08 -0.10
C -3.73 -0.51 0.67
C -4.33 -1.46 1.69
C -5.47 -2.30 1.11
O -4.85 -0.73 2.80
O -0.57 0.41 0.52
P 0.89 0.56 1.25
O 1.99 0.06 0.44
H 0.40 -3.23 3.16
H 0.37 -4.83 2.35
H 1.91 -4.10 2.82
H 0.03 -4.01 -0.34
H -0.98 -3.60 1.05
H -3.43 0.45 1.10
H -4.51 -0.27 -0.05
H -3.62 -2.17 2.09
H -6.15 -1.71 0.50
H -5.00 -3.09 0.53
H -5.97 -2.74 1.96
H -4.60 0.20 2.75
H 0.87 -0.12 2.48
H 1.04 1.92 1.59
C 8.83 1.45 2.23
C 7.46 1.72 1.60
C 6.30 1.15 2.41
C 6.31 -0.37 2.57
C 6.31 -1.15 1.26
C 5.06 -0.91 0.41
H 9.03 0.39 2.31
H 9.62 1.90 1.63
H 8.88 1.89 3.23
H 7.44 1.32 0.58
H 7.32 2.80 1.51
H 5.36 1.46 1.95
H 6.31 1.60 3.41
H 5.43 -0.66 3.16
H 7.18 -0.67 3.16
H 6.37 -2.22 1.49
H 7.20 -0.92 0.67
H 4.16 -1.18 0.96
H 5.09 -1.50 -0.50
H 4.97 0.14 0.12
C -2.09 2.18 -2.45
C -3.57 2.04 -2.13
C -4.28 1.01 -3.01
C -4.29 1.34 -4.50
C -4.92 2.69 -4.86
C -6.40 2.77 -4.49
H -1.92 2.53 -3.46
H -1.63 2.90 -1.77
H -1.60 1.21 -2.32
H -4.07 3.01 -2.20
H -3.67 1.73 -1.08
H -5.31 0.88 -2.66
H -3.79 0.04 -2.88
H -4.82 0.55 -5.03
H -3.26 1.33 -4.89
H -4.82 2.84 -5.94
H -4.37 3.51 -4.39
H -6.97 2.00 -4.99
H -6.81 3.74 -4.78
H -6.55 2.67 -3.41
```

E_HOMO in eV: -10.347
Electronic energy in Ha: -1882.4245
LUMO energy in eV: 0.5923
Kohn-Sham gap in eV: 10.94
Multiplicity: 1

Here are the Löwdin charges for atoms 1 to 4, given in e: -0.073 -0.143 -0.260 -0.105